# 1
Entry from the Open Molecules 2025 dataset: the ion C6H8NS2 with charge +1 (ωB97M-V with the def2-TZVPD basis set).

## Properties
Orbital gap = 8.54 eV
HOMO = -12.5 eV
Energy relative to the best compared isomer or geometry (same formula, charge and spin) = 339.4 kJ/mol

ORCA input file:
```
! wB97M-V def2-TZVPD RIJCOSX def2/J DEFGRID3
* xyz 1 1
C 0.839 -1.941 -0.163
C -0.157 -1.605 0.687
C 1.414 -0.973 -1.101
C -1.065 -0.514 0.710
C 1.030 0.404 -1.273
C -0.787 0.641 -0.067
N -1.045 2.000 0.417
S 2.416 0.492 -0.287
S -2.276 -0.350 -0.683
H 1.403 -2.812 0.121
H -0.385 -2.296 1.477
H 2.031 -1.311 -1.900
H -1.449 -0.382 1.706
H 0.634 0.725 -2.286
H -0.469 2.149 1.276
H -2.070 2.134 0.606
H -0.730 2.755 -0.207
*
```

=====

# 2
Entry from the Open Molecules 2025 dataset: an isolated molecule of C5H9NO (ωB97M-V with the def2-TZVPD basis set).

## Properties
Orbital gap = 9.31 eV
HOMO = -8.3 eV
Energy relative to the best compared isomer or geometry (same formula, charge and spin) = 296.3 kJ/mol

ORCA input file:
```
! wB97M-V def2-TZVPD RIJCOSX def2/J DEFGRID3
* xyz 0 1
O -0.008 1.708 -2.721
C 0.507 1.359 -1.694
C -0.360 1.458 -0.360
C -1.058 0.150 -0.226
C -0.053 -0.875 0.557
C -0.094 -1.550 1.750
N 0.961 -2.066 2.437
H 1.450 0.982 -1.436
H -1.242 2.202 -0.568
H 0.196 1.872 0.465
H -1.191 -0.342 -1.191
H -2.149 0.191 0.134
H 0.834 -0.858 -0.057
H -1.020 -1.496 2.427
H 0.946 -3.046 2.810
H 1.856 -1.952 1.960
*
```

=====

# 3
Entry from the Open Molecules 2025 dataset: a cluster of 2 separate species, H4O2 in total (ωB97M-V with the def2-TZVPD basis set).

## Properties
Orbital gap = 11.59 eV
HOMO = -10.9 eV
Energy relative to the best compared isomer or geometry (same formula, charge and spin) = 4.3 kJ/mol

ORCA input file:
```
! wB97M-V def2-TZVPD RIJCOSX def2/J DEFGRID3
* xyz 0 1
O 0.393 1.101 1.223
H -0.148 0.720 0.505
H 1.211 1.376 0.797
O -0.502 -0.675 -0.876
H -1.225 -1.280 -0.667
H 0.271 -1.242 -0.981
*
```

=====

# 4
Entry from the Open Molecules 2025 dataset: an isolated molecule of C4H6FNO (ωB97M-V with the def2-TZVPD basis set).

## Properties
Orbital gap = 9.83 eV
HOMO = -9.1 eV
Energy relative to the best compared isomer or geometry (same formula, charge and spin) = 216.4 kJ/mol

ORCA input file:
```
! wB97M-V def2-TZVPD RIJCOSX def2/J DEFGRID3
* xyz 0 1
C 0.651 1.173 0.063
C 1.567 -1.023 -0.104
C -0.892 -0.796 0.228
C -1.964 -0.015 -0.180
H 1.687 1.331 0.157
H 0.347 1.893 -0.825
H 0.091 1.698 0.891
H 1.500 -2.176 -0.100
H -0.866 -1.970 0.174
H -2.010 1.168 -0.384
N 0.464 -0.231 0.249
O 2.703 -0.529 -0.128
F -3.278 -0.523 -0.041
*
```